Formula: C18H29NO
Source: the OMol25 dataset
Level of theory: wB97M-V/def2-TZVPD

ORCA input file:
```
! wB97M-V def2-TZVPD RIJCOSX def2/J DEFGRID3
* xyz 0 1
C 2.783 3.201 -0.366
C 3.244 1.778 -0.251
C 4.558 1.474 0.059
C 4.979 0.156 0.182
C 6.410 -0.144 0.513
C 4.073 -0.884 -0.004
C 4.512 -2.313 0.120
C 2.738 -0.582 -0.315
O 1.911 -1.658 -0.502
C 0.530 -1.453 -0.695
C -0.194 -1.091 0.605
C -1.689 -0.847 0.405
C -1.973 0.496 -0.292
N -3.344 0.902 -0.465
C -4.159 0.165 -1.404
C -4.977 -0.977 -0.787
C -5.821 -0.437 0.364
C -4.911 0.238 1.386
C -4.086 1.335 0.698
C 2.339 0.742 -0.436
H 2.081 3.315 -1.189
H 3.625 3.869 -0.525
H 2.276 3.505 0.551
H 5.269 2.274 0.207
H 6.979 0.775 0.625
H 6.479 -0.710 1.441
H 6.868 -0.742 -0.274
H 5.278 -2.543 -0.620
H 4.934 -2.499 1.107
H 3.668 -2.978 -0.033
H 0.355 -0.699 -1.471
H 0.160 -2.414 -1.067
H -0.048 -1.916 1.307
H 0.269 -0.204 1.043
H -2.170 -0.845 1.384
H -2.110 -1.666 -0.182
H -1.528 0.479 -1.292
H -1.477 1.290 0.277
H -3.515 -0.217 -2.199
H -4.861 0.881 -1.853
H -4.314 -1.759 -0.413
H -5.616 -1.416 -1.555
H -6.386 -1.245 0.834
H -6.535 0.294 -0.023
H -4.252 -0.509 1.832
H -5.503 0.685 2.186
H -3.389 1.785 1.407
H -4.780 2.118 0.362
H 1.319 0.995 -0.681
*
```

Properties
gap between HOMO and LUMO = 8.9 eV
structure (SMILES) = Cc1cc(C)c(C)c(OCCCCN2CCCCC2)c1
ΔE to the lowest compared entry with this formula, charge and spin = 4.3 kcal/mol
LUMO level = 0.904 eV
highest occupied orbital energy = -7.95 eV



Formula: C5H10
Source: the OMol25 dataset
Level of theory: wB97M-V/def2-TZVPD

ORCA input file:
```
! wB97M-V def2-TZVPD RIJCOSX def2/J DEFGRID3
* xyz 0 1
C 0.226 1.512 -0.546
C -0.047 0.074 -0.130
C 1.112 -0.506 0.274
C 2.112 -1.019 -0.479
C 0.916 -0.261 1.592
H -0.568 2.189 -0.752
H 0.944 2.153 0.181
H 0.729 1.489 -1.545
H -0.897 -0.483 0.084
H -5.439 -1.639 -0.672
H 3.091 -1.266 0.024
H 1.881 -1.157 -1.534
H -5.852 -1.050 -0.931
H 1.886 0.124 2.363
H -0.093 -0.160 2.074
*
```

Properties
gap between HOMO and LUMO = 6.9 eV
ΔE to the lowest compared entry with this formula, charge and spin = 158.3 kcal/mol
LUMO level = -0.189 eV
highest occupied orbital energy = -7.10 eV



Formula: C23H16CrF10N3S
Source: the OMol25 dataset
Level of theory: wB97M-V/def2-TZVPD

ORCA input file:
```
! wB97M-V def2-TZVPD RIJCOSX def2/J DEFGRID3
* xyz -1 5
Cr 0.517 -0.465 0.017
C -0.203 -2.264 2.420
N 0.364 -0.953 2.119
C -0.508 0.146 2.575
C -1.798 0.207 1.765
N -1.504 -0.082 0.375
C -2.495 -0.141 -0.520
C -2.183 -0.552 -1.841
F -0.892 -0.889 -2.094
C -3.090 -0.648 -2.866
F -2.699 -1.057 -4.080
C -4.422 -0.330 -2.646
F -5.329 -0.419 -3.638
C -4.787 0.078 -1.378
F -6.068 0.400 -1.139
C -3.865 0.173 -0.354
F -4.333 0.615 0.837
C 1.751 -0.823 2.584
C 2.692 -1.634 1.704
N 2.366 -1.401 0.309
C 3.282 -1.643 -0.642
C 3.011 -1.241 -1.970
F 1.822 -0.649 -2.206
C 3.861 -1.431 -3.032
F 3.516 -1.007 -4.254
C 5.085 -2.057 -2.845
F 5.937 -2.237 -3.872
C 5.394 -2.498 -1.575
F 6.556 -3.138 -1.364
C 4.525 -2.310 -0.517
F 4.904 -2.853 0.668
H -0.282 -2.419 3.507
H 0.428 -3.046 1.999
H -1.193 -2.345 1.976
H 0.052 1.067 2.420
H -0.739 0.046 3.646
H -2.219 1.208 1.910
H -2.531 -0.501 2.177
H 1.844 -1.139 3.634
H 2.012 0.233 2.503
H 2.623 -2.699 1.973
H 3.710 -1.324 1.954
S 1.405 1.876 -0.091
C -0.098 2.794 -0.043
C -0.443 3.590 1.054
C -1.634 4.302 1.086
C -2.517 4.246 0.018
C -2.178 3.481 -1.093
C -0.988 2.776 -1.126
H 0.245 3.656 1.890
H -1.872 4.902 1.957
H -3.451 4.793 0.045
H -2.851 3.428 -1.942
H -0.733 2.178 -1.992
*
```

Properties
gap between HOMO and LUMO (alpha / beta) = 6.4 / 7.1 eV
⟨S²⟩ = 6.015
LUMO level (alpha / beta) = 2.544 / 2.513 eV
highest occupied orbital energy (alpha / beta) = -3.86 / -4.63 eV



Formula: H37O18
Source: the OMol25 dataset
Level of theory: wB97M-V/def2-TZVPD

ORCA input file:
```
! wB97M-V def2-TZVPD RIJCOSX def2/J DEFGRID3
* xyz 1 1
O 4.371 0.946 0.921
H -3.814 0.755 4.471
H -0.148 1.105 -1.519
O 0.497 0.274 -1.690
H 5.080 0.981 0.204
O -0.937 3.785 3.504
H -1.676 3.679 4.095
H -0.981 -1.669 0.242
O -2.737 -2.622 -2.581
H -3.130 -4.352 -1.009
H -3.327 -1.869 -3.180
O -0.390 -1.923 -1.990
H 0.486 -2.043 -2.287
H -0.244 -0.996 -1.782
O 2.725 1.119 -3.607
H 2.495 1.982 -3.841
H 3.097 0.450 -4.214
O -3.367 1.176 -4.549
H 3.026 -0.492 -0.725
H -2.521 -1.992 0.471
O 0.542 -0.784 1.521
H 1.020 -1.549 1.676
H 1.027 0.018 1.637
O -2.850 0.383 -1.474
H -3.722 -0.040 -1.346
H -1.826 -3.365 -0.371
O -1.579 -2.514 0.601
H -3.328 2.036 -3.854
H -1.965 -2.011 -2.360
O 0.848 -0.900 4.199
H 0.109 -0.463 4.766
H 0.210 -1.413 3.700
O 5.185 -2.069 -2.305
H 5.619 -2.257 -1.506
H 5.103 -2.710 -2.951
O -3.050 0.539 4.162
H -2.967 1.020 -0.677
H -2.657 1.279 3.884
O -1.110 2.225 1.245
H -2.013 2.599 0.955
H -1.038 3.033 1.830
O -0.263 3.120 -1.925
H -0.909 2.856 -1.315
H -0.666 3.546 -2.744
O -2.130 -4.528 -0.830
H 4.057 1.856 0.868
H -1.780 -4.585 -1.744
O 2.760 -0.796 0.132
H -0.175 3.119 3.639
H 3.493 -0.861 0.716
O 1.624 2.182 4.768
H 2.012 1.308 4.592
H 2.500 2.743 5.072
H -2.709 1.338 -5.176
H 1.133 0.067 -1.037
*
```

Properties
gap between HOMO and LUMO = 10.2 eV
ΔE to the lowest compared entry with this formula, charge and spin = 206.4 kcal/mol
LUMO level = -2.928 eV
highest occupied orbital energy = -13.11 eV



Formula: C14H43N5O8
Source: the OMol25 dataset
Level of theory: wB97M-V/def2-TZVPD

ORCA input file:
```
! wB97M-V def2-TZVPD RIJCOSX def2/J DEFGRID3
* xyz 0 1
N 1.151 -1.768 -0.021
H 1.110 -1.178 -0.840
H 1.861 -1.357 0.568
H 1.493 -2.645 -0.386
H 0.236 -1.890 0.387
N 3.685 -6.354 -1.927
O 3.222 -5.966 -0.865
O 3.790 -5.471 -2.820
O 4.149 -7.461 -2.052
C 0.879 -4.912 4.657
C 2.375 -4.929 4.859
O 3.146 -5.951 4.118
O 0.234 -3.820 5.370
H 0.452 -5.864 4.970
H 0.578 -4.642 3.644
H 2.622 -4.987 5.919
H 2.745 -3.954 4.543
H 3.374 -5.764 3.204
H -0.671 -3.703 5.073
C -4.716 0.250 0.757
C -4.334 -1.046 1.622
C -5.537 -1.720 2.389
O -5.153 -2.849 3.196
C -6.318 -3.516 3.683
N -3.877 -2.076 0.598
H -3.948 0.363 -0.007
H -4.772 1.095 1.444
H -5.679 0.098 0.268
H -3.560 -0.840 2.361
H -6.251 -2.082 1.649
H -6.116 -1.032 3.006
H -6.543 -2.996 4.614
H -6.095 -4.545 3.964
H -7.264 -3.472 3.143
H -4.460 -2.900 0.561
H -4.187 -1.654 -0.266
C 1.509 -0.250 -7.528
C 1.050 0.329 -6.217
C 0.179 1.667 -6.186
O 0.958 2.809 -6.621
C 0.159 4.083 -6.324
N 0.746 -0.774 -5.315
H 1.721 -1.316 -7.448
H 2.432 0.211 -7.880
H 0.691 -0.251 -8.249
H 2.043 0.528 -5.814
H -0.240 1.763 -5.185
H -0.752 1.571 -6.744
H -0.160 4.241 -5.293
H -0.731 4.150 -6.949
H 0.898 4.875 -6.445
H 0.127 -1.466 -5.714
H 1.556 -1.372 -5.236
C 0.908 4.866 1.504
C 2.320 4.512 2.072
C 2.762 5.497 3.240
O 3.765 6.496 2.919
C 3.517 7.333 1.813
N 2.162 3.068 2.417
H 0.798 5.900 1.178
H 0.119 4.854 2.257
H 0.675 4.302 0.601
H 3.019 4.608 1.241
H 3.128 4.909 4.081
H 1.849 5.900 3.680
H 3.774 6.743 0.933
H 4.233 8.150 1.900
H 2.522 7.774 1.868
H 3.048 2.786 2.810
H 1.595 3.043 3.252
*
```

Properties
gap between HOMO and LUMO = 4.7 eV
ΔE to the lowest compared entry with this formula, charge and spin = 161.0 kcal/mol
LUMO level = -1.755 eV
highest occupied orbital energy = -6.42 eV